# 1
This record from the Open Molecules 2025 dataset describes a molecular structure, C14H16F5N2O5PS2 at a distorted geometry. The level of theory is wB97M-V/def2-TZVPD.

## Properties
Max |F| ... 5.29 eV Å⁻¹
Multiplicity ... 1
Kohn-Sham gap ... 6.0 eV
HOMO energy ... -13.85 eV
LUMO ... -7.80 eV
Total charge ... +2

```
45
Properties=species:S:1:pos:R:3:forces:R:3:nbo_charge:R:1
F -6.671188 4.252922 0.930189 1.1102 1.8864 2.3563 -0.30
C 2.542817 -0.432214 -3.036750 -0.0291 0.1389 0.0183 -0.21
C -0.422489 -3.000448 2.166858 -0.1275 -0.1735 0.0696 -0.41
H 2.570685 -0.323448 -0.030301 -0.0975 -0.1009 0.0389 0.26
C 1.204513 -3.197156 -1.177110 -0.1205 -0.2119 0.0410 -0.21
H -0.186415 -4.377879 -0.010761 0.0374 0.1157 0.0747 0.26
C 1.980398 -2.038187 -1.209731 -0.4390 -0.1037 0.6430 0.03
F -3.821644 5.086931 3.098743 -1.4564 -1.2118 -2.2347 -0.30
N 4.290473 -0.858330 -4.581303 -0.2726 0.0711 0.1613 -0.24
F -5.678093 6.275809 1.276422 -1.2068 -2.4910 1.4550 -0.31
H 5.314268 -2.662575 -4.425793 -0.0613 0.1145 -0.0092 0.26
O -4.960457 3.056037 2.779413 1.1460 0.7121 0.3217 -0.69
O -3.582203 1.242537 4.398271 1.6971 -0.9836 -2.0849 -0.95
H -0.270869 -2.268666 2.958219 -0.0145 -0.0427 -0.1492 0.25
C 0.439819 -3.494317 -0.059575 0.2992 0.2326 -0.3282 0.11
H 3.990563 -3.437868 -2.473907 0.0062 0.1080 -0.0862 0.26
F -4.005822 4.091517 0.977774 -0.6584 0.9005 2.8237 -0.32
H 1.170846 -0.946037 1.913430 -0.0976 -0.1285 -0.0545 0.26
F -6.815636 5.252593 3.007360 1.8144 -0.4605 -2.7934 -0.29
H 5.067559 -1.175874 -6.498677 0.0904 0.1083 0.0275 0.25
C 5.141222 -0.425568 -5.711749 0.1543 -0.0689 -0.0848 -0.41
C 1.971537 -1.227488 -0.073876 0.0059 0.1265 0.0098 -0.20
C 4.517889 -2.056528 -4.009263 -0.2997 0.0016 0.3502 0.10
C -6.022812 5.052130 1.881852 0.1985 0.7858 -0.7562 0.92
O -2.317232 -0.199134 2.427943 -0.6140 1.7063 2.4056 -0.97
H 1.763498 0.240467 -2.692379 0.1110 -0.0554 -0.0722 0.27
S -4.245172 2.809012 4.322342 -3.4784 1.4153 3.7203 1.72
N 0.439621 -2.675476 1.009323 0.2147 0.1914 -0.0701 -0.24
C 1.196606 -1.564445 1.023881 0.1483 -0.0015 -0.3761 0.11
H 6.164111 -0.341863 -5.342717 -0.0660 -0.0047 -0.1593 0.25
O -0.919196 0.647416 4.658813 -2.3953 -0.0543 -1.8249 -0.95
O -5.426484 2.738901 5.254421 3.5351 -0.3958 -3.1007 -0.80
P -2.120359 1.088470 3.544583 1.0271 0.1360 -0.0788 1.92
C -4.615886 4.331494 2.233368 -0.6400 -0.8105 -0.8743 0.84
H -1.457356 -2.970704 1.824963 0.0761 -0.0185 0.1670 0.25
H -3.173648 0.002675 1.972233 0.7671 -0.2765 0.3668 0.52
C 3.766634 -2.475256 -2.922372 0.1536 -0.1237 -0.1293 -0.19
H -0.344574 1.441424 4.721997 -0.4274 -0.3895 -0.1063 0.53
H 4.800520 0.539309 -6.083871 -0.0041 -0.1383 0.0911 0.25
H 3.160370 0.892893 -4.627737 0.0995 -0.1380 -0.0065 0.26
S -1.528458 2.681629 2.618327 -0.3462 -0.5567 0.3491 -0.57
H 1.166902 -3.869622 -2.028490 -0.0267 0.0586 0.1327 0.26
C 2.765473 -1.654907 -2.401877 0.4099 0.2711 -0.5719 0.03
H -0.153815 -3.995765 2.521398 -0.0941 0.0879 -0.0014 0.25
C 3.313486 -0.054413 -4.123886 -0.1289 -0.2283 0.3298 0.12
```
Forces are in eV/Å.

---

# 2
This record from the Open Molecules 2025 dataset describes a molecular structure, C41H39BrN8O7P2Sr. The level of theory is wB97M-V/def2-TZVPD.

## Properties
Max |F| ... 0.55 eV Å⁻¹
Multiplicity ... 1
Kohn-Sham gap ... 6.5 eV
HOMO energy ... -2.51 eV
LUMO ... 3.98 eV
Total charge ... -2
Energy relative to the best compared isomer or geometry (same formula, charge and spin) ... 9.0 kcal per mole

```
99
Properties=species:S:1:pos:R:3:forces:R:3:lowdin_charge:R:1
C -0.256955 1.176778 -6.820944 0.0062 0.0276 -0.0166 -0.09
H 2.798185 -1.332889 2.696902 0.0001 -0.0179 0.0134 0.08
H -3.810667 -0.510612 -0.941607 -0.1527 -0.0245 0.0545 0.06
H 0.579219 -3.202779 6.666265 -0.0024 -0.0014 0.0044 0.11
C -0.520336 -0.962307 4.426796 0.0259 -0.0517 0.0862 -0.32
O 0.174233 -1.872173 -4.151779 0.0095 0.0358 0.0293 -0.01
C -3.557002 5.203682 -1.479233 -0.0112 0.0136 -0.0034 -0.11
H 1.216777 -3.717819 2.597592 0.0419 0.0311 0.0320 0.02
C -1.473076 -6.290409 1.627340 -0.0146 0.0169 -0.0197 -0.07
H -4.226326 4.861886 -3.490024 -0.0047 0.0069 0.0062 0.09
C 2.321802 0.219597 0.145181 0.0128 0.0085 -0.0080 -0.12
H -4.373400 5.872363 -1.233254 0.0003 0.0006 0.0015 0.09
C 0.288133 -5.154117 0.560899 0.0640 -0.0557 0.0380 -0.75
C -2.342280 -5.487076 0.912182 0.0196 -0.0308 -0.0176 0.00
C 3.333311 -1.454395 -1.764774 -0.0600 0.0217 0.0291 0.00
C 0.203154 -2.897499 5.683254 0.0107 -0.0216 0.0114 -0.22
O -3.660616 -4.263845 -1.368289 -0.1056 -0.0199 0.0665 0.01
H 4.622263 2.463203 -3.260453 0.0040 0.0067 0.0011 0.10
C 1.494512 -0.916226 5.762472 0.0047 -0.0060 0.0312 -0.20
Sr -1.178209 -0.605435 -0.046689 0.2281 -0.0553 -0.1064 1.39
C -0.174155 2.761506 -5.032906 0.0247 0.0081 0.0071 -0.12
C 2.514211 2.448203 -2.892606 0.0430 0.0186 0.0101 -0.10
N 1.081480 -3.485671 4.672511 0.0070 -0.0045 0.0313 -0.15
C 3.785313 2.995647 -2.823555 -0.0326 -0.0235 -0.0068 -0.10
N 1.561460 -0.758650 -0.342094 -0.2206 -0.0338 0.0677 0.03
C 2.406673 -2.890201 4.822723 -0.0051 -0.0277 -0.0163 -0.22
C -1.824024 -4.518900 0.056915 -0.0432 0.0017 -0.0002 -0.16
H -0.094831 3.787493 -4.689281 0.0102 -0.0089 -0.0027 0.11
O -0.544879 1.583719 0.774138 0.3755 0.1568 0.0251 -0.28
N 0.138529 -1.443833 5.654368 -0.0021 0.0402 -0.0159 -0.15
H -0.142504 3.314792 -7.100130 0.0008 -0.0078 -0.0090 0.09
N -2.563842 -0.013862 2.345817 0.1560 0.1770 -0.1710 -0.03
C 5.464465 -0.241835 -1.756211 0.0934 -0.0023 -0.0343 -0.19
C 1.413402 3.101920 -2.329875 -0.0111 0.1283 0.0133 -0.34
P 0.362115 -1.446018 2.873980 -0.1223 -0.0720 -0.1767 1.03
H -0.896696 3.666983 -0.056005 0.0123 0.0013 0.0047 0.09
C -2.604042 4.877908 -0.522053 0.0223 -0.0233 -0.0075 -0.09
H 1.846935 0.866487 0.879354 0.0335 0.0157 -0.0065 0.10
C -3.696808 -0.301479 1.709223 0.0122 0.1414 -0.0072 -0.63
O -2.521710 -2.419126 -0.751430 -0.2792 -0.3038 -0.1156 -0.20
C -1.577426 3.999363 -0.830360 -0.0599 0.0451 -0.0246 -0.11
H 4.981590 4.637351 -2.119457 -0.0008 -0.0004 0.0008 0.09
H 2.373926 1.491637 -3.385514 -0.0132 -0.0081 0.0002 0.11
C -0.191599 2.499036 -6.387982 -0.0026 -0.0338 -0.0006 -0.10
H 1.884095 -1.184869 6.750962 0.0029 0.0006 0.0002 0.11
H -2.101628 1.602472 3.606619 -0.1620 -0.0579 0.0004 0.10
C -0.282057 0.154673 -5.894314 -0.0457 -0.0228 0.0866 -0.03
C 4.128465 -0.431911 -1.257717 -0.0844 0.0128 0.0469 -0.24
O 0.276257 1.737373 2.846807 0.0292 0.1100 0.1094 -0.06
N -0.503294 -4.339364 -0.086152 -0.0246 0.0433 -0.0217 0.12
H 3.046473 5.817539 -1.113210 0.0108 -0.0020 -0.0027 0.09
C -2.775098 -3.648303 -0.773423 0.1518 0.0016 -0.0308 -0.64
H -0.580900 0.124543 4.443774 0.0269 0.0198 0.0386 0.06
O -4.254145 -1.414038 1.766092 0.0109 -0.0566 -0.0042 -0.06
H 0.801694 4.850074 -1.238225 -0.0232 -0.0037 0.0120 0.09
H 1.456907 0.171263 5.678945 -0.0050 0.0012 -0.0119 0.13
H 3.060760 -3.287914 4.042363 -0.0017 0.0063 -0.0014 0.12
C -0.104639 -6.145814 1.441750 -0.0205 0.0310 -0.0352 -0.14
N 6.532092 -0.089843 -2.155531 -0.0057 0.0082 0.0037 0.14
H 0.623641 -6.748420 1.963180 -0.0059 -0.0088 0.0024 0.09
C 3.987457 4.211537 -2.182391 0.0130 0.0196 0.0104 -0.11
H 4.211526 1.246443 0.100614 0.0087 -0.0007 -0.0005 0.12
H 3.694879 -2.124176 -2.531790 0.0138 0.0120 -0.0075 0.12
N -3.641135 0.443040 -0.620416 -0.0243 -0.1946 0.1016 -0.03
C -0.246861 1.734904 -4.081144 0.0045 0.0651 -0.0236 -0.31
C 2.904241 4.869543 -1.619128 -0.0035 -0.0032 0.0038 -0.10
H -3.415825 -5.581768 0.988943 0.0030 -0.0076 0.0018 0.12
C -0.657270 1.592556 2.040496 -0.5245 -0.1438 0.0685 -0.72
C 2.067318 -0.953730 3.418562 0.0269 0.0595 0.0356 -0.33
C -3.473759 4.638730 -2.742582 -0.0003 0.0013 -0.0111 -0.10
O -0.529811 -0.691012 -2.392229 -0.1991 0.1720 -0.2854 -0.24
C 1.629961 4.320002 -1.688946 0.0317 -0.0128 -0.0477 -0.08
H -1.541500 -1.341008 4.361851 0.0158 0.0057 0.0037 0.08
H -0.284084 -0.884805 -6.192579 0.0033 0.0017 -0.0288 0.11
C -0.230251 -0.837764 -3.603430 0.3209 -0.1545 -0.0413 -0.65
H -1.849520 -7.032291 2.321637 0.0035 -0.0021 -0.0011 0.10
Br 2.176376 -4.923840 0.266262 -0.0056 -0.0103 -0.0268 0.70
H -4.201303 1.719576 0.925898 -0.0116 -0.0016 0.0017 0.08
C -4.323920 0.666495 0.672365 -0.0266 0.0783 0.0038 -0.20
H -2.723591 2.113216 2.028124 -0.0099 0.0369 0.0189 0.09
N 2.430282 -1.432944 4.762801 0.0056 0.0221 -0.0115 -0.15
C 0.554711 -3.239278 3.320449 -0.0774 -0.0730 0.0347 -0.34
H -0.803637 -3.299867 5.551708 -0.0011 0.0077 -0.0049 0.12
H -0.419636 -3.728636 3.226352 0.0016 0.0133 0.0075 0.09
C -1.456813 3.458449 -2.117554 -0.0125 0.0043 0.1482 -0.34
H -5.392454 0.437674 0.626308 0.0000 0.0005 0.0130 0.10
H -2.678754 5.276053 0.482816 -0.0087 0.0083 -0.0046 0.10
H 2.801456 -3.194625 5.798212 -0.0023 0.0067 0.0024 0.11
P -0.170238 2.169055 -2.294902 0.0336 -0.3379 0.0529 1.16
H 2.113216 0.137119 3.396709 -0.0085 0.0120 0.0120 0.07
C 2.039458 -1.575417 -1.275964 0.1683 0.1039 -0.0754 -0.14
C -2.112866 1.355464 2.535487 0.3147 0.1806 0.2082 -0.20
H -0.266001 0.948151 -7.880752 -0.0036 0.0073 -0.0014 0.09
C -0.282576 0.408163 -4.517004 -0.0613 -0.0328 -0.1010 -0.11
H -2.396882 3.331775 -4.047816 -0.0073 0.0002 0.0376 0.09
C 3.622338 0.427015 -0.285710 -0.0151 -0.0534 -0.0419 -0.01
H -3.996736 1.070137 -1.330950 0.0917 0.0415 0.0080 0.07
C -2.433221 3.773341 -3.059912 -0.0022 0.0169 -0.0560 -0.09
H 1.356499 -2.317137 -1.673718 0.0166 -0.0009 0.0055 0.10
```
Forces are in eV/Å.

---

# 3
This record from the Open Molecules 2025 dataset describes C4H10O2 in the gas phase. The level of theory is wB97M-V/def2-TZVPD.

## Properties
Max |F| ... 0.35 eV Å⁻¹
Multiplicity ... 1
Kohn-Sham gap ... 11.1 eV
HOMO energy ... -10.12 eV
LUMO ... 1.00 eV
SMILES ... COC[C@@H](C)O
Total charge ... 0
Energy relative to the best compared isomer or geometry (same formula, charge and spin) ... 22.5 kcal per mole

```
16
Properties=species:S:1:pos:R:3:forces:R:3:nbo_charge:R:1
H -2.319422 1.446559 -0.612559 0.0364 -0.1258 0.0885 0.21
O 1.412034 -0.031233 0.361815 -0.0048 0.0263 0.0397 -0.56
C -0.897743 0.379602 0.638029 -0.0521 0.2588 -0.2249 0.08
H 0.010044 -0.971492 1.633333 -0.1724 -0.0725 0.0482 0.48
H 2.791429 0.065172 -1.196706 -0.0684 -0.0608 0.1143 0.17
H -0.719887 1.252653 1.288766 -0.0129 -0.1366 -0.0759 0.16
C -2.248022 0.514416 -0.041612 -0.0191 0.0089 -0.0246 -0.62
C 2.417100 -0.622765 -0.424463 0.2192 -0.1150 -0.1175 -0.24
C 0.244528 0.289749 -0.367061 -0.1947 0.0406 -0.1164 -0.08
H 3.238794 -0.886703 0.245609 -0.0979 0.0419 -0.1242 0.19
H 0.374544 1.235184 -0.917259 -0.0320 -0.1179 0.0892 0.17
O -0.917946 -0.802968 1.410542 0.1802 -0.0938 0.1316 -0.72
H 2.047314 -1.534328 -0.918496 0.0597 0.1352 0.0776 0.17
H 0.022220 -0.508187 -1.093847 0.0239 0.0640 0.1074 0.17
H -3.040113 0.505281 0.712323 0.1061 0.0284 -0.1060 0.23
H -2.414874 -0.330933 -0.718414 0.0289 0.1185 0.0930 0.21
```
Forces are in eV/Å.